The following is a quantum chemistry calculation of 2 unconnected molecules or ions with the total composition C6H14NO4P in a non-equilibrium geometry, from OMol25.

CARTESIAN COORDINATES (ANGSTROEM)
1 C -1.420 -0.444 -1.731
2 C 0.152 0.316 1.613
3 C -0.012 1.795 -0.466
4 C -1.073 -0.533 -0.266
5 C 1.606 -2.315 0.538
6 C 0.142 0.314 0.115
7 N 1.323 -0.324 -0.445
8 O 3.080 0.682 1.248
9 O 3.044 1.628 -1.173
10 O 3.871 -0.657 -0.869
11 O 0.509 -2.733 1.001
12 P 2.772 0.461 -0.208
13 H -2.180 -1.221 -1.845
14 H -1.835 0.464 -2.032
15 H -0.778 -0.576 -2.636
16 H 0.708 -0.681 1.960
17 H 0.805 1.119 1.957
18 H -0.938 0.395 2.005
19 H 0.127 1.837 -1.623
20 H -0.889 2.323 -0.101
21 H 0.744 2.336 -0.046
22 H -2.019 -0.308 0.252
23 H -0.728 -1.587 -0.012
24 H 2.065 -2.910 -0.183
25 H 2.440 -1.794 1.061
26 H 3.379 -1.421 -0.779

Its charge is -2. The calculation puts the HOMO energy at 0.37 eV. As for the frontier orbital gap: 5.798 eV. The calculation puts the LUMO energy at 0.22679 Ha. As for the spin multiplicity: 1.

The following is a quantum chemistry calculation of a gas-phase ion, C6H14NOS (charge +1) in a non-equilibrium geometry, from OMol25.

CARTESIAN COORDINATES (ANGSTROEM)
1 C -0.110 -1.254 0.560
2 C 0.035 1.158 0.478
3 C 1.452 -1.368 -0.052
4 C 1.448 1.360 -0.176
5 C -2.064 0.030 0.768
6 C -1.032 -0.003 -1.328
7 N -0.752 0.035 0.125
8 O 3.704 -0.016 -0.508
9 S 2.624 -0.031 0.423
10 H -0.661 -2.259 0.332
11 H -0.167 -1.098 1.711
12 H 0.133 1.152 1.521
13 H -0.459 2.119 0.203
14 H 1.825 -2.388 0.265
15 H 1.316 -1.349 -1.160
16 H 1.605 1.507 -1.240
17 H 1.800 2.367 0.148
18 H -2.591 1.035 0.615
19 H -2.756 -0.825 0.578
20 H -1.978 -0.126 1.943
21 H -1.902 0.723 -1.588
22 H -0.184 0.339 -1.957
23 H -1.286 -1.107 -1.660

Its charge is +1. The calculation puts the HOMO energy at -12.86 eV. As for the frontier orbital gap: 9.846 eV. The calculation puts the LUMO energy at -0.11083 Ha. As for the spin multiplicity: 1.

The following is a quantum chemistry calculation of a molecular structure, C6H14NS in a non-equilibrium geometry, from OMol25.

CARTESIAN COORDINATES (ANGSTROEM)
1 C -0.924 -2.434 0.501
2 C -1.781 -1.439 -0.325
3 S -2.593 -2.151 -1.728
4 C 0.494 -2.599 -0.239
5 N 1.364 0.694 1.774
6 C 0.946 0.998 0.483
7 C 0.152 2.342 0.066
8 C 1.198 3.305 -0.560
9 H -0.740 -1.998 1.481
10 H -1.489 -3.379 0.597
11 H -2.630 -1.159 0.311
12 H -1.214 -0.515 -0.460
13 H 1.219 -1.895 0.097
14 H 0.370 -2.590 -1.282
15 H 0.837 -3.577 0.021
16 H 0.146 0.631 1.498
17 H 1.120 0.374 -0.405
18 H -0.676 2.029 -0.583
19 H -0.221 2.765 1.032
20 H 2.225 3.023 -0.205
21 H 1.212 3.190 -1.660
22 H 0.985 4.385 -0.415

Its charge is -1. The calculation puts the HOMO energy at -2.28 eV. As for the frontier orbital gap: 5.337 eV. The calculation puts the LUMO energy at 0.11226 Ha. As for the spin multiplicity: 1.

The following is a quantum chemistry calculation of a gas-phase ion, C6H14NS (charge -1) in a non-equilibrium geometry, from OMol25.

CARTESIAN COORDINATES (ANGSTROEM)
1 C 2.014 -0.177 1.494
2 C 3.218 -0.820 0.728
3 S 4.685 0.253 0.861
4 C 1.122 0.740 0.651
5 N -0.318 0.357 0.773
6 C -0.991 0.527 -0.513
7 C -2.190 -0.398 -0.647
8 C -3.249 0.026 -1.644
9 H 1.348 -0.896 1.984
10 H 2.516 0.385 2.284
11 H 3.383 -1.880 0.948
12 H 3.009 -0.784 -0.346
13 H 1.499 0.741 -0.392
14 H 1.194 1.809 0.901
15 H -0.338 -0.633 1.004
16 H -1.285 1.584 -0.598
17 H -0.369 0.447 -1.417
18 H -1.843 -1.427 -0.785
19 H -2.662 -0.337 0.357
20 H -4.159 -0.580 -1.665
21 H -3.809 0.925 -1.366
22 H -2.775 0.139 -2.613

The SMILES is CCCNCCC[S-]. Its charge is -1. The calculation puts the HOMO energy at -2.24 eV. As for the frontier orbital gap: 5.313 eV. The calculation puts the LUMO energy at 0.11280 Ha. As for the spin multiplicity: 1.